The following is a DFT calculation (ωB97M-V/def2-TZVPD) of a molecular structure, C37H41BrCoGeIN4O4S.

Calculated values
Orbital gap (alpha / beta): 8.32 / 8.33 eV
Multiplicity: 1
Net charge: 0
DFT total energy: -236308.09263 eV
Energy above the lowest of the compared OMol25 structures with the same formula, charge and spin: 21.63 kJ/mol

Element x y z (Å)
Co  0.1877  -0.4850  0.3079
N  -0.2192  -2.1514  1.2901
C  -1.0295  -3.0966  0.4995
C  -0.3872  -3.2154  -0.8810
N  -0.0392  -1.8889  -1.4202
C  -1.0365  -1.2884  -2.2972
C  -2.2193  -0.9037  -1.4467
N  -1.7167  -0.1673  -0.2677
H  0.7058  -2.5853  1.3819
H  -0.5951  -2.0442  2.2267
H  -2.0524  -2.7315  0.4510
H  -1.0558  -4.0795  0.9745
H  -1.0545  -3.7589  -1.5586
H  0.5336  -3.7820  -0.7781
H  0.8627  -1.9214  -1.8793
H  -1.3507  -1.9549  -3.1073
H  -0.5999  -0.3906  -2.7377
H  -2.7535  -1.7894  -1.1115
H  -2.9209  -0.2956  -2.0207
H  -2.3964  -0.1664  0.4812
H  -1.5646  0.8080  -0.5326
C  5.9952  -1.4331  5.7807
C  5.2748  -1.5475  4.4616
C  5.7004  -2.4481  3.4880
C  5.0514  -2.5426  2.2682
C  3.9535  -1.7268  2.0137
C  3.5119  -0.8242  2.9693
C  4.1768  -0.7397  4.1855
S  3.0751  -1.9570  0.4959
O  4.0897  -2.0541  -0.5209
O  2.2537  -3.1436  0.7150
N  2.1195  -0.7335  0.2390
C  2.7947  0.4634  -0.3096
C  1.7705  1.4287  -0.8633
O  2.0948  2.4495  -1.4320
O  0.5181  1.0962  -0.6370
H  6.6674  -2.2758  5.9407
H  5.2889  -1.3958  6.6114
H  6.5912  -0.5185  5.8184
H  6.5550  -3.0847  3.6888
H  5.3916  -3.2389  1.5115
H  2.6635  -0.1861  2.7583
H  3.8347  -0.0244  4.9252
H  3.4882  0.2096  -1.1084
H  3.3648  1.0019  0.4524
C  -2.4186  -1.5481  5.5253
C  -1.0752  -1.7412  5.2255
C  -0.4642  -0.9583  4.2533
C  -1.1697  0.0381  3.5631
C  -2.5115  0.2311  3.8994
C  -3.1313  -0.5566  4.8675
Ge  -0.2563  1.0103  2.1132
C  -1.3963  2.5214  1.5665
C  -2.7523  2.4051  1.2291
C  -3.4969  3.4967  0.7990
C  -2.8962  4.7417  0.6842
C  -1.5610  4.8858  1.0276
C  -0.8255  3.7933  1.4697
C  1.2905  1.8511  2.9660
C  2.2054  2.5917  2.2080
C  3.2776  3.2384  2.8090
C  3.4505  3.1637  4.1853
C  2.5451  2.4474  4.9539
C  1.4744  1.7957  4.3482
H  -2.9024  -2.1614  6.2751
H  -0.5033  -2.4966  5.7508
H  0.5923  -1.1146  4.0432
H  -3.0797  1.0242  3.4262
H  -4.1732  -0.3881  5.1116
H  -3.2725  1.4613  1.3311
H  -4.5462  3.3735  0.5586
H  -3.4669  5.5935  0.3372
H  -1.0825  5.8540  0.9477
H  0.2127  3.9412  1.7366
H  2.0757  2.6909  1.1387
H  3.9718  3.8072  2.2024
H  4.2816  3.6730  4.6572
H  2.6684  2.3958  6.0292
H  0.7746  1.2461  4.9668
Br  -0.2002  2.8851  -6.2535
C  -2.0052  2.9982  -5.7104
C  -2.9628  3.1290  -6.7091
C  -4.3052  3.2242  -6.3786
C  -4.6915  3.1959  -5.0467
C  -3.7342  3.0628  -4.0542
C  -2.3821  2.9555  -4.3721
I  -1.0228  2.6959  -2.8153
H  -2.6464  3.1578  -7.7428
H  -5.0444  3.3212  -7.1632
H  -5.7365  3.2814  -4.7767
H  -4.0315  3.0490  -3.0131

The following is a DFT calculation (ωB97M-V/def2-TZVPD) of a single C3H8N2O molecule.

Calculated values
Orbital gap: 10.43 eV
SMILES string: CNNC(C)=O
Multiplicity: 1
Net charge: 0
DFT total energy: -8267.10830 eV
Energy above the lowest of the compared OMol25 structures with the same formula, charge and spin: 213.98 kJ/mol

Element x y z (Å)
C  -1.9626  -0.3412  0.4434
N  -0.9335  0.2459  -0.5076
N  0.1368  -0.6665  -0.7398
C  1.3506  -0.4153  -0.2321
C  1.7273  1.0240  0.0448
O  2.0688  -1.3222  0.1814
H  -1.5174  -0.2190  1.4424
H  -2.0784  -1.4205  0.3002
H  -2.8817  0.2819  0.3124
H  -1.4115  0.3074  -1.3585
H  -0.1145  -1.6368  -0.6184
H  1.4617  1.1929  1.2457
H  2.8873  1.1168  0.0081
H  1.2670  1.8526  -0.5219

The following is a DFT calculation (ωB97M-V/def2-TZVPD) of a molecular structure, C4H3O5Sc.

Calculated values
Expectation value of S²: 0.7523
Orbital gap (alpha / beta): 7.22 / 7.45 eV
Multiplicity: 2
Net charge: +1
DFT total energy: -35127.00528 eV
Energy above the lowest of the compared OMol25 structures with the same formula, charge and spin: 0.00 kJ/mol

Element x y z (Å)
O  4.6153  2.5536  1.7914
C  3.4548  2.7036  1.5925
C  -0.7553  -1.6261  -1.4811
C  -1.6848  -1.2743  -0.3445
O  -1.6694  0.1336  -0.1526
C  -0.5471  0.6969  0.2649
O  0.5173  0.0275  0.3859
O  -0.5743  1.9196  0.5690
O  0.1466  -2.4171  -1.3422
H  -0.9303  -1.1021  -2.4464
H  -1.3476  -1.7932  0.5649
H  -2.6993  -1.6238  -0.5854
Sc  1.4741  1.8016  1.1835